# 1
# C3H10N3

2 unconnected molecules or ions with the total composition C3H10N3 in a non-equilibrium geometry (ωB97M-V/def2-TZVPD, the Open Molecules 2025 dataset).

The HOMO-LUMO gap is 8.8 eV. For the relative energy (zero: lowest compared OMol25 entry of this formula, charge and spin), the calculation gives 98.7 kcal per mole. Its strongest force on any atom is 4.3 eV Å⁻¹. As for the charge: +1. As for the total energy: -284.21870 a.u. The LUMO energy is -5.37 eV.

```
16
Properties=species:S:1:pos:R:3:forces:R:3:nbo_charge:R:1
C 3.1161 0.4605 -0.0985 -1.3 0.2 -2.6 -0.301
C 0.6706 -0.2183 -0.3233 1.8 2.7 -0.7 -0.347
C 1.9928 0.0101 0.4553 -0.5 0.7 0.5 -0.220
N 0.1445 -1.4373 0.0599 2.8 -2.9 -1.5 0.101
N -0.9682 -1.3919 0.4651 -3.5 -1.2 1.4 -0.305
N -2.7251 0.7793 -0.0323 0.4 0.8 -1.9 -1.102
H 3.9109 0.9560 0.4268 0.3 -0.5 0.4 0.237
H 3.1532 0.5154 -1.2517 0.1 0.0 2.0 0.204
H -0.1257 0.4817 -0.0391 0.8 1.0 -0.2 0.199
H 0.8928 -0.0444 -1.4256 -0.4 -1.1 1.2 0.290
H 1.8704 -0.0317 1.5474 0.1 0.0 -0.5 0.217
H -1.4991 -0.4736 0.4415 -0.7 0.0 0.4 0.422
H -1.4049 -2.3038 0.7711 0.4 1.2 -0.2 0.429
H -3.0436 1.7754 0.0349 0.6 -1.1 0.2 0.414
H -3.5728 0.2301 0.0143 -0.3 -0.1 0.0 0.386
H -2.4120 0.6924 -1.0459 -0.7 0.3 1.4 0.374
```
Forces are in eV/Å.


# 2
# C29H25CuN5PS6

A molecular structure, C29H25CuN5PS6 (ωB97M-V/def2-TZVPD, the Open Molecules 2025 dataset).

The HOMO-LUMO gap is 5.3 eV. For the relative energy (zero: lowest compared OMol25 entry of this formula, charge and spin), the calculation gives 0.2 kcal per mole. Its strongest force on any atom is 0.3 eV Å⁻¹. As for the charge: -2. As for the total energy: -5764.91018 a.u. The LUMO energy is 4.30 eV.

```
67
Properties=species:S:1:pos:R:3:forces:R:3:nbo_charge:R:1
Cu -1.4516 0.3625 0.6776 -0.1 0.0 0.0 0.839
N -4.0367 3.8238 -0.7456 -0.1 0.0 -0.1 -0.821
C -3.1845 2.8706 -0.2264 0.1 -0.2 0.1 0.275
S -3.8149 1.3017 0.0458 0.2 0.2 0.0 -0.451
N -1.9829 3.3591 0.0328 0.0 -0.1 0.0 -0.485
N -1.1019 2.4615 0.5417 0.0 0.0 -0.1 -0.274
C -0.0114 2.9733 0.9844 0.1 0.0 0.0 -0.053
C 1.0608 2.1110 1.4847 0.0 0.0 0.0 0.252
C 2.3015 2.6342 1.8595 -0.1 0.1 0.0 -0.279
C 3.2941 1.7659 2.2716 0.0 -0.1 0.0 -0.184
C 3.0296 0.4023 2.3053 0.0 0.1 -0.1 -0.275
C 1.7612 -0.0226 1.9353 0.1 -0.1 0.0 0.069
N 0.8107 0.8037 1.5385 -0.1 0.0 0.0 -0.455
H -4.8202 3.4437 -1.2460 0.0 0.0 0.0 0.381
H -3.5743 4.6287 -1.1411 0.0 0.0 0.0 0.373
H 0.1288 4.0535 0.9627 0.0 0.0 0.0 0.179
H 2.4601 3.7058 1.8249 0.0 0.0 0.0 0.208
H 4.2639 2.1475 2.5703 0.0 0.0 0.0 0.196
H 3.7784 -0.3129 2.6184 0.0 0.0 0.0 0.200
H 1.4859 -1.0725 1.9528 0.0 0.0 0.0 0.209
C 0.0740 0.9008 6.6181 0.0 0.0 -0.1 -0.748
S 0.9467 1.6168 5.2008 0.0 -0.1 0.0 0.243
C -0.3465 2.5523 4.4940 0.0 0.1 0.0 -0.564
C -1.4729 2.0437 3.9053 0.0 0.1 0.1 -0.338
S -1.9414 0.4316 3.6547 0.1 0.0 -0.1 -0.333
S -2.5922 3.3254 3.4029 -0.1 0.0 0.0 0.505
C -1.7370 4.7076 3.9502 0.1 -0.1 0.0 -0.573
S -2.2736 6.2785 3.8133 0.0 0.1 0.0 -0.244
S -0.2360 4.2904 4.6617 0.0 0.0 0.0 0.439
H 0.7629 0.2117 7.1086 0.0 0.0 0.0 0.202
H -0.7858 0.3477 6.2401 0.0 0.0 0.0 0.247
H -0.2357 1.6773 7.3161 0.0 0.0 0.0 0.199
N -1.0652 -1.4722 0.0760 0.0 0.0 0.0 -1.515
P -0.3261 -1.7459 -1.2232 0.1 0.1 -0.1 1.706
C -0.0627 -3.5538 -1.5243 0.0 0.0 0.0 -0.385
C -0.5494 -4.3844 -0.5195 0.0 0.0 0.0 -0.177
C -0.4276 -5.7633 -0.6211 0.0 0.0 0.0 -0.230
C 0.1821 -6.3287 -1.7338 0.0 0.0 0.0 -0.230
C 0.6682 -5.5082 -2.7427 0.0 0.0 0.0 -0.259
C 0.5452 -4.1291 -2.6355 0.0 0.0 -0.1 -0.140
C 1.3669 -1.0477 -1.4714 0.0 0.0 0.0 -0.366
C 1.4596 0.3374 -1.6207 0.0 0.0 0.0 -0.190
C 2.6922 0.9677 -1.6514 0.0 0.0 0.0 -0.212
C 3.8587 0.2207 -1.5372 0.0 0.0 0.0 -0.246
C 3.7812 -1.1545 -1.3802 0.0 0.0 0.0 -0.181
C 2.5411 -1.7822 -1.3405 0.0 0.0 0.0 -0.234
C -1.1110 -1.1675 -2.7990 -0.1 -0.1 0.1 -0.413
C -0.5015 -1.1133 -4.0495 0.1 0.0 0.0 -0.200
C -1.1950 -0.6385 -5.1535 0.0 0.0 0.0 -0.242
C -2.5041 -0.1935 -5.0100 0.0 0.0 0.0 -0.227
C -3.1117 -0.2236 -3.7628 0.0 0.0 0.0 -0.238
C -2.4196 -0.7155 -2.6636 0.0 0.0 0.0 -0.108
H -1.0197 -3.8969 0.3289 0.0 0.0 0.0 0.266
H -0.8090 -6.3994 0.1692 0.0 0.0 0.0 0.199
H 0.2776 -7.4052 -1.8175 0.0 0.0 0.0 0.193
H 1.1440 -5.9433 -3.6143 0.0 0.0 0.0 0.194
H 0.9337 -3.4995 -3.4277 0.0 0.0 0.0 0.199
H 0.5463 0.9217 -1.6730 0.0 0.0 0.0 0.238
H 2.7445 2.0463 -1.7420 0.0 0.0 0.0 0.207
H 4.8235 0.7140 -1.5483 0.0 0.0 0.0 0.195
H 4.6874 -1.7405 -1.2720 0.0 0.0 0.0 0.187
H 2.4870 -2.8554 -1.1958 0.0 0.0 0.0 0.212
H 0.5346 -1.4152 -4.1624 0.0 0.0 0.0 0.202
H -0.7105 -0.5972 -6.1228 0.0 0.0 0.0 0.192
H -3.0392 0.1953 -5.8692 0.0 0.0 0.0 0.192
H -4.1175 0.1556 -3.6286 0.0 0.0 0.0 0.211
H -2.8630 -0.7090 -1.6738 0.0 0.0 0.0 0.262
```
Forces are in eV/Å.


Q: Among the records above, which one has the lowest charge?
A: C29H25CuN5PS6